Record 1
48
Properties=species:S:1:pos:R:3 method="wB97M-V/def2-TZVPD" homo_energy_ev=-11.20 spin_multiplicity=1 relative_energy_kcal_mol=11.28 orbital_gap_ev=5.9 charge=+1
Si 0.6617 -2.4367 -1.5311
F 4.7831 4.6669 2.5345
C 2.6669 1.8567 1.4940
C -3.9313 -2.7197 -2.0415
C -1.2418 4.2888 2.2878
C 1.2699 1.6821 0.9039
C 3.6405 0.8201 1.3306
C -2.4431 2.2714 1.7790
C -5.3760 -3.0862 -2.1393
C 5.3930 2.4142 1.9001
C -0.0220 2.2978 1.5231
C -1.1845 -2.2397 -1.7062
C 4.4098 3.3806 2.1658
C -1.2489 1.5954 1.4966
C 5.0012 1.0948 1.5226
C -3.0183 -3.7723 -2.1763
C -2.4629 3.6340 2.1231
C 1.5272 -2.2040 -3.1599
C -0.0483 3.6265 1.9862
C 1.4194 -3.3139 -0.0095
C -3.4812 -1.4056 -1.8101
C -1.6518 -3.5557 -2.0115
C -2.1104 -1.1505 -1.6254
C 3.0538 3.1171 1.9726
H -3.4048 1.7733 1.6619
H 1.0921 0.5819 0.8245
H -4.1999 -0.5785 -1.7569
H -5.6234 -3.8221 -1.3640
H -1.2783 0.5329 1.2303
H 1.0128 -1.4790 -3.8163
H 1.4135 2.1811 -0.0789
H 0.9253 -2.9451 0.9190
H 6.4514 2.6971 1.9196
H 3.3047 -0.1840 1.0077
H 0.8864 4.1767 2.0402
H 5.7478 0.2903 1.3629
H 1.5922 -3.1611 -3.7033
H -3.3905 4.2140 2.1895
H 1.3757 -4.4410 -0.0391
H 2.4801 -2.9914 0.0818
H -0.9402 -4.3963 -2.0781
H 2.5497 -1.8275 -2.9982
H 2.3129 3.8858 2.1483
H -1.7263 -0.1379 -1.3985
H -1.1878 5.3392 2.5579
H -5.5780 -3.5634 -3.1026
H -6.0336 -2.2278 -2.0281
H -3.3878 -4.7792 -2.3888

Record 2
57
Properties=species:S:1:pos:R:3 method="wB97M-V/def2-TZVPD" homo_energy_ev="-12.51 / -12.39" s2=0.92 spin_multiplicity=2 orbital_gap_ev="4.4 / 4.3" charge=+2
Fe -0.2428 0.6558 -0.2655
S -2.7171 0.3544 -4.2090
S -3.0256 -0.8492 -6.9009
S -0.6779 1.4359 -2.2139
S 0.0261 -2.4410 0.6827
O -0.5846 -1.1628 0.0606
N -0.7169 0.0738 -5.7521
N 1.6043 0.7399 0.1898
N -0.1971 0.5394 -4.6327
N 1.3969 2.3721 1.8884
N -0.7649 2.0398 1.0176
C 0.1117 -2.1611 2.4668
C 2.1625 1.5344 1.1099
C 0.7121 -0.3151 -9.1669
C -0.4309 3.5987 2.7923
C 3.7557 -0.1319 -0.3881
C -2.1032 -0.1646 -5.7677
C -2.0882 2.3602 1.0272
C 0.2027 -0.1736 -6.8393
C -1.7675 3.9055 2.7936
C -0.2081 -0.0691 -8.1585
C 2.4033 -0.0777 -0.5474
C 2.0213 -0.6512 -8.8628
C -0.9046 -1.1935 3.0536
C 2.4232 -0.7291 -7.5367
C 0.0497 2.6555 1.8779
C -1.0974 0.7396 -3.7171
C 1.5181 -0.4870 -6.5182
C 3.5471 1.5324 1.3194
C 4.3399 0.7007 0.5726
C -2.5433 -3.4977 1.2778
C -1.2692 -3.6664 0.4739
C -2.6241 3.2736 1.8846
H -2.6987 1.8401 0.2995
H -1.2105 0.2367 -8.4119
H 0.0564 -3.1616 2.9035
H 1.1306 -1.8028 2.6216
H -0.7657 -4.6171 0.6681
H -3.6795 3.4981 1.8493
H 0.3964 -0.2290 -10.1974
H 2.7310 -0.8409 -9.6564
H -3.2519 -4.2613 0.9590
H 4.3469 -0.7981 -0.9981
H -2.3746 -3.6359 2.3438
H -1.8821 -1.6445 3.1910
H -1.4550 -3.6179 -0.6016
H 1.8241 -0.5541 -5.4849
H 1.8909 -0.6862 -1.2814
H -3.0015 -2.5248 1.1056
H 3.4450 -0.9855 -7.2924
H -2.1533 4.6336 3.4945
H 0.2537 4.0774 3.4795
H 5.4109 0.6955 0.7250
H -0.5445 -0.8641 4.0276
H 3.9742 2.1940 2.0611
H -1.0239 -0.3121 2.4225
H 1.9276 2.9150 2.5529

Record 3
53
Properties=species:S:1:pos:R:3 method="wB97M-V/def2-TZVPD" homo_energy_ev=-16.14 spin_multiplicity=1 orbital_gap_ev=4.5 charge=+3
Os 0.5618 0.6562 0.5722
I -1.5031 3.2431 -3.0214
I -6.8024 2.1700 -0.5374
O -0.6951 1.7768 -0.3635
N 1.5127 -1.0212 1.3154
N -1.0740 -0.3293 1.4860
N 3.1040 2.7308 4.2044
C -0.5160 -1.0993 2.6273
C 4.2662 1.7189 -0.2232
C 1.7589 3.3743 4.1710
C -4.7659 2.0212 -0.4954
C -1.9845 1.8214 -0.3796
C 1.8607 1.8795 1.2425
C 2.6389 -1.5607 0.8069
C -2.1275 0.6418 1.8819
C 3.0590 -2.8333 1.1348
C 4.1866 3.6967 3.8264
C -2.7899 1.2613 0.6803
C 3.1770 1.4301 3.4137
C 1.1239 -3.0354 2.5385
C 3.1334 2.1664 -0.8541
C 0.7538 -1.7649 2.1645
C 2.2968 -3.5805 2.0197
C -4.0008 2.5518 -1.5330
C 1.9502 2.3430 -0.1030
C 4.2488 1.5391 1.1704
C 3.0958 1.6227 1.9255
C -2.6250 2.4677 -1.4965
C -4.1420 1.3693 0.6081
H -2.8747 0.1503 2.5075
H 1.5089 3.6087 3.1398
H -4.4908 3.0299 -2.3704
H 3.1951 -0.9325 0.1236
H 1.1933 3.0039 -0.5076
H -1.2325 -1.8278 3.0070
H -1.6369 1.4151 2.4786
H 4.0965 4.5776 4.4561
H 4.1366 0.9914 3.6827
H 2.3837 0.7897 3.8022
H 1.0288 2.6910 4.5987
H 3.1561 2.4625 -1.8951
H 4.0631 3.9689 2.7822
H 5.1534 3.2250 3.9846
H 1.7946 4.2895 4.7562
H 3.2805 2.4608 5.1741
H 3.9621 -3.2300 0.6930
H -4.7686 0.9689 1.3955
H 5.1758 1.2878 1.6751
H 2.5970 -4.5837 2.2933
H -0.3070 -0.3815 3.4235
H -1.5092 -1.0013 0.8468
H 0.4990 -3.6050 3.2133
H 5.1880 1.5760 -0.7708

Record 4
57
Properties=species:S:1:pos:R:3 method="wB97M-V/def2-TZVPD" homo_energy_ev="-12.60 / -12.60" spin_multiplicity=1 relative_energy_kcal_mol=48.66 orbital_gap_ev="5.5 / 5.5" charge=+2
I -3.6258 2.6028 0.5019
I 3.0373 3.7862 -2.2124
I -2.8088 -0.3400 2.3348
Rh -1.4298 0.8080 0.1798
S 0.5076 -0.7133 0.2279
N 0.4476 -3.3782 0.0333
N -1.8994 -4.1442 -2.0656
N -2.8593 -0.5924 -1.0838
N 1.7126 -2.2114 -1.5916
N -0.6223 1.6469 -1.6082
N 5.1261 5.5922 5.9007
C -2.0786 -1.8242 -1.2624
C 1.3608 4.4435 3.1314
C -0.7145 2.3939 -3.8628
C -4.0037 1.4336 2.2462
C 0.5221 2.4037 2.0470
C 2.6651 2.4153 3.2434
C 1.1939 2.8876 -2.5212
C 1.0076 -4.5359 -0.3410
C 1.5256 3.0948 2.8120
C 3.4156 4.3966 4.3710
C 3.6054 3.0619 4.0231
C 2.2334 -3.3699 -1.9940
C 1.9597 -4.5675 -1.3555
C 0.5578 -5.7755 0.3724
C 4.3734 5.0626 5.2145
C 0.5898 2.2027 -1.4779
C -1.2703 1.7609 -2.7724
C 0.8995 -2.2545 -0.5390
C 0.5437 2.9685 -3.7427
C -2.7599 -2.9071 -2.0910
C 2.2999 5.0919 3.9108
C -0.3317 1.8620 1.3863
H -2.8850 -2.5999 -3.1286
H -3.7578 2.0327 3.1149
H 2.1839 6.1362 4.1654
H 4.4918 2.5465 4.3659
H -2.3178 -4.9018 -2.6107
H 1.0800 2.0904 -0.5226
H 2.7975 1.3790 2.9627
H 1.0768 -6.6568 0.0037
H -3.7392 -3.1646 -1.6889
H -1.7681 -4.4726 -1.1031
H -1.1336 -1.5472 -1.7317
H -3.7033 -0.7610 -0.5439
H 0.7510 -5.6715 1.4396
H -5.0479 1.1449 2.2497
H -0.9694 -3.9483 -2.4496
H 0.4922 4.9701 2.7600
H 2.4393 -5.4899 -1.6500
H -1.8601 -2.2168 -0.2667
H 2.8834 -3.3221 -2.8601
H 1.0053 3.4710 -4.5818
H -0.5187 -5.9174 0.2538
H -3.1503 -0.1932 -1.9699
H -2.2658 1.3444 -2.8317
H -1.2646 2.4463 -4.7915

Record 5
56
Properties=species:S:1:pos:R:3 method="wB97M-V/def2-TZVPD" homo_energy_ev=-7.97 spin_multiplicity=1 relative_energy_kcal_mol=65.12 orbital_gap_ev=7.7 smiles="Cc1sc2nc(COC(=O)c3ccc(N4CCC[C@H](C)C4)c([N+](=O)[O-])c3)[nH]c(=O)c2c1C" charge=0
S 3.0958 4.2941 0.4062
O 1.1199 -3.6112 -1.4599
O -0.1669 -2.9339 -3.0432
O 1.6525 -0.4276 2.2545
O -0.1365 0.8249 2.7570
O 5.2888 1.9989 4.2466
N 3.0608 1.7621 3.9398
N 0.1778 -2.9663 -1.8744
N 1.8313 2.7673 2.2374
N -2.6837 -2.3529 -2.0544
C -3.7591 -1.6788 -2.7443
C -2.6288 -3.7703 -2.3275
C 4.2402 3.1045 2.3974
C 1.9017 2.0113 3.2798
C -5.1341 -3.7309 -2.6786
C 4.8191 4.4665 0.6242
C 2.9968 3.2877 1.8013
C 0.5183 -0.0905 2.0118
C 6.7183 3.7649 2.1233
C -3.9728 -4.4137 -1.9658
C -2.3386 -0.6572 -0.3775
C -1.8716 -1.7289 -1.1728
C -0.3044 -0.6199 0.9150
C 0.6294 1.3940 3.8035
C 5.2846 3.7865 1.7106
C 5.6179 5.2879 -0.3242
C 4.3164 2.2738 3.5761
C 0.2149 -1.6142 0.1016
C -0.5305 -2.1371 -0.9459
C -5.1323 -2.2367 -2.3569
C -1.5855 -0.1233 0.6333
C -6.2415 -1.4988 -3.0973
H -5.0347 -3.8670 -3.7578
H -7.2126 -1.9070 -2.8285
H -1.9806 0.6756 1.2400
H 7.0679 4.7749 2.3352
H -0.0130 2.1627 4.2400
H -3.6073 -1.8412 -3.8195
H -6.2336 -0.4401 -2.8486
H 3.0739 1.1160 4.7201
H -3.7021 -0.6064 -2.5618
H -2.3888 -3.9392 -3.3834
H 0.8647 0.6279 4.5520
H 7.3365 3.3568 1.3246
H -4.1176 -4.3376 -0.8853
H 1.2258 -1.9622 0.2567
H 6.8338 3.1529 3.0122
H -1.8569 -4.2419 -1.7194
H -6.0779 -4.1828 -2.3688
H -5.2730 -2.1069 -1.2780
H -6.1133 -1.5996 -4.1727
H 6.1296 6.0908 0.2069
H 4.9770 5.7226 -1.0859
H 6.3769 4.6748 -0.8107
H -3.9352 -5.4715 -2.2278
H -3.3374 -0.2834 -0.5362

Record 6
56
Properties=species:S:1:pos:R:3 method="wB97M-V/def2-TZVPD" homo_energy_ev=-8.54 spin_multiplicity=1 relative_energy_kcal_mol=38.25 orbital_gap_ev=9.1 smiles="CCOC(=O)CSc1nnc(CNC(=O)c2ccc(OC)cc2)n1-c1ccc(OC)cc1" charge=0
S -3.3775 1.3535 -1.9586
O 4.6980 -2.9601 -0.6918
O 3.0050 2.9719 -1.5966
O -2.0828 -1.4610 -0.5214
O -4.2514 -1.8026 -0.9995
O 1.5430 1.7112 2.1407
N -3.4129 0.7359 1.8274
N -1.9331 1.4439 0.3790
N -0.0684 0.1409 2.2688
N -4.0163 0.8083 0.6368
C 1.0209 3.5367 -0.3026
C -3.0684 -0.4046 -2.4401
C 3.6490 4.1431 -1.1504
C 1.7708 2.6902 -1.1144
C 1.2437 1.4500 -1.4813
C -2.1713 1.1160 1.6821
C 1.5347 -1.5169 0.5158
C 1.1636 0.5786 1.8987
C 4.2677 -4.1019 -1.3935
C 3.7695 -2.1688 -0.0967
C -3.1326 1.2125 -0.2316
C 2.0250 -0.4201 1.2159
C -4.4827 -2.5620 0.1942
C -5.6812 -1.9854 0.9269
C 3.4028 -0.1981 1.2296
C -1.1010 1.0524 2.7124
C -0.7120 1.8859 -0.1776
C 0.0139 1.0471 -1.0143
C -3.0631 -1.2790 -1.2057
C -0.2153 3.1333 0.1632
C 4.2647 -1.0576 0.5917
C 2.3947 -2.3833 -0.1352
H -1.5430 0.7156 3.6538
H -0.3734 0.0703 -1.2576
H 3.6261 -3.8362 -2.2397
H 5.3307 -0.8961 0.6036
H -5.4817 -0.9507 1.1934
H 5.1737 -4.5774 -1.7656
H -4.6628 -3.5953 -0.1198
H 3.1302 5.0435 -1.4949
H 0.4735 -1.7024 0.4321
H -5.8651 -2.5623 1.8284
H 1.9789 -3.2196 -0.6751
H 1.8358 0.8060 -2.1113
H -3.5836 -2.5224 0.8164
H -0.6172 2.0240 2.8543
H 3.7749 0.6670 1.7567
H 3.7285 4.1599 -0.0596
H -3.8778 -0.6888 -3.1084
H -0.7892 3.7846 0.8055
H 3.7363 -4.7996 -0.7384
H 4.6460 4.1147 -1.5871
H -2.1041 -0.4402 -2.9457
H 1.3954 4.5028 -0.0077
H -0.3679 -0.7839 2.0039
H -6.5612 -2.0232 0.2909

Record 7
53
Properties=species:S:1:pos:R:3 method="wB97M-V/def2-TZVPD" homo_energy_ev="-2.96 / -3.33" s2=0.76 spin_multiplicity=2 orbital_gap_ev="5.2 / 5.6" charge=-1
V -0.9430 0.3145 -0.0855
S 1.5059 0.9950 0.1507
S -1.4683 2.9453 2.1442
O 1.5414 -0.5233 -1.5906
O -2.0785 4.0086 1.3902
O -2.2798 2.1414 3.0269
N -0.6274 1.9034 1.0987
C 2.4429 2.9775 2.7859
C 0.1963 4.1216 4.0834
C -0.5197 -3.5195 -3.3192
C -0.8124 1.6562 -1.8905
C -1.0190 0.3071 -2.3076
C 1.4902 4.2939 4.5949
C 1.2101 -4.4561 -1.6439
C 0.0531 3.4236 2.8989
C 1.8951 -2.8156 -3.3860
C 0.7237 2.0420 1.1658
C 2.0836 -1.2677 -2.5897
C -0.2748 -0.9205 2.1668
C -2.2683 -0.1393 -1.7596
C 2.6029 3.7260 3.9506
C -1.6606 -0.6058 2.1498
C 0.8913 -3.8312 -2.9630
C -2.2384 -1.1882 0.9736
C 0.0393 -1.6786 1.0018
C 1.1596 2.8661 2.2425
C -2.8373 0.9426 -1.0053
C -1.9405 2.0569 -1.1024
C -1.1761 -1.8729 0.2581
H -3.3013 -1.2309 0.7416
H 0.4165 -0.6912 2.9742
H -0.4190 -0.2460 -3.0215
H -1.1210 -3.2844 -2.4197
H -0.6935 4.5031 4.5757
H 2.0097 -0.5944 -3.4586
H 3.5982 3.8638 4.3709
H -1.0274 -4.3374 -3.8467
H 2.1758 -4.0655 -1.2834
H -0.5591 -2.6120 -3.9440
H -3.8214 0.9618 -0.5443
H 3.2625 2.4700 2.2773
H 1.2807 -5.5489 -1.6855
H -2.1516 3.0588 -0.7461
H -2.7376 -1.0944 -1.9676
H 1.7469 -2.5728 -4.4459
H 2.8945 -3.2701 -3.3402
H -2.2296 -0.1574 2.9607
H -1.2969 -2.5541 -0.5802
H 3.1450 -1.3061 -2.3198
H 0.4683 -4.1895 -0.8703
H 0.9960 -2.1396 0.7605
H 0.0474 2.2689 -2.1384
H 1.6255 4.8650 5.5121

Record 8
55
Properties=species:S:1:pos:R:3 method="wB97M-V/def2-TZVPD" homo_energy_ev="-10.29 / -10.44" s2=4.21 spin_multiplicity=4 orbital_gap_ev="6.0 / 6.5" charge=+1
Se 0.3629 -0.1698 1.9976
Se 0.7263 1.6413 -0.7918
Cr -0.3203 -0.5189 -0.2322
O 4.8015 1.7392 1.8979
O 1.1549 4.1755 1.4464
N -2.5200 0.4673 0.0784
N -1.6625 -1.7494 -1.1183
N 0.9411 -2.1255 -0.9871
C 3.6763 2.5889 2.1801
C 2.3505 2.1704 0.2622
C -5.2502 1.1216 -0.0590
C 2.0680 0.7363 2.4014
C 2.8751 -3.3205 -1.4983
C -2.0764 2.6090 1.2297
C 1.2527 3.1395 2.3762
C -3.2369 -3.4214 -2.6582
C -4.3901 1.9015 0.5808
C -3.0283 1.5881 0.5881
C 2.9273 -0.9427 -0.5660
C 2.2462 -2.2027 -1.0498
C -2.9673 -1.5013 -1.2459
C -4.7905 -0.0359 -0.6425
C -3.7941 -2.2951 -2.0426
C 0.8110 -4.2788 -2.0007
C -1.9187 -3.7446 -2.4712
C 2.1607 -4.3878 -2.0117
C -3.4277 -0.3000 -0.5358
C -1.1574 -2.8368 -1.7030
C 0.2626 -3.1310 -1.5171
C 2.2771 2.1427 1.7992
H 2.4544 3.1674 -0.0393
H 0.4987 4.7976 1.8079
H -4.6577 2.8683 0.9526
H 2.8675 0.0894 2.0432
H -1.1248 2.1926 1.3855
H 2.1400 0.9594 3.5103
H 3.7843 3.5974 1.7218
H -6.3146 1.4031 -0.2884
H 3.9953 -3.3542 -1.6105
H 0.3121 -4.9770 -2.5884
H 1.5236 3.4602 3.4107
H 2.5564 -0.1424 -1.1939
H 2.6473 -0.8206 0.4724
H 2.6450 -5.2218 -2.4562
H -5.4940 -0.6649 -1.1919
H -2.4835 2.8958 2.2255
H 5.2272 2.0019 1.1116
H -1.8697 3.4789 0.6068
H -3.8687 -3.9465 -3.3698
H -1.5818 -4.5663 -3.1361
H 0.3426 2.6431 2.5150
H 3.1549 1.5236 -0.0743
H -4.8574 -2.0731 -2.2691
H 4.0408 -1.1010 -0.5152
H 3.7086 2.7297 3.2632

Record 9
55
Properties=species:S:1:pos:R:3 method="wB97M-V/def2-TZVPD" homo_energy_ev=-3.27 spin_multiplicity=1 relative_energy_kcal_mol=0.00 orbital_gap_ev=5.6 charge=-1
S 0.1033 0.2910 -3.9289
S -1.6610 -2.1735 -3.8967
S -1.0788 3.0775 -1.2729
Si 0.2677 0.7706 1.7230
Si 2.8793 0.8124 -0.8046
Mg 0.3293 0.6568 -0.8556
N -0.9054 -0.9220 -1.7676
N -2.7262 1.5029 -2.6311
C 2.1727 0.8188 2.0894
C 2.5552 0.8425 3.4401
C -2.8854 -3.2863 0.2645
C 4.8810 0.7963 2.8798
C -2.3613 1.9882 -1.4152
C 3.1926 0.8047 1.1080
C -0.3410 -0.6150 2.9033
C -2.2431 -2.7571 -2.3654
C -0.7708 -0.8737 -3.0833
C 3.8807 0.8282 3.8431
C -0.3570 2.3575 2.5864
C -1.7192 -1.9554 -1.3426
C 3.9216 2.2910 -1.4069
C 4.5276 0.7930 1.5404
C -3.0869 -3.8230 -2.0823
C -4.3808 0.0575 -1.7888
C -3.6696 0.5539 -2.8332
C -3.0988 1.4698 -0.3118
C 3.8892 -0.6971 -1.4026
C -3.4073 -4.0815 -0.7582
C -4.0772 0.5390 -0.4959
C -2.0425 -2.2247 -0.0150
H 4.1331 0.8403 4.8981
H 5.3226 0.7823 0.7993
H -5.1204 -0.7117 -1.9506
H -2.8205 1.8212 0.6710
H -2.1019 1.7495 -3.3953
H -1.4350 -0.6811 2.8934
H 3.5589 3.2258 -0.9721
H -0.0323 -0.4478 3.9401
H -3.7895 0.2194 -3.8528
H 3.5113 -1.6158 -0.9457
H 1.7872 0.8758 4.2081
H 3.8615 2.3868 -2.4947
H -3.1388 -3.5035 1.2946
H -1.6283 -1.6034 0.7692
H 0.0523 -1.5880 2.5937
H 4.9766 2.1781 -1.1350
H 5.9255 0.7765 3.1723
H 4.9522 -0.6101 -1.1511
H 0.1419 3.2323 2.1623
H -3.4819 -4.4396 -2.8799
H 3.8067 -0.8103 -2.4874
H -4.6114 0.1456 0.3598
H -1.4320 2.5000 2.4365
H -4.0617 -4.9097 -0.5180
H -0.1640 2.3452 3.6648

Look up the charge of the second one.
+2